[1]
This record from the OMol25 dataset describes a cluster of 2 separate species, C5H15NOS in total in a non-equilibrium geometry. The level of theory is ωB97M-V/def2-TZVPD.

Energy relative to the best compared isomer or geometry (same formula, charge and spin) ... 2.379 eV
Kohn-Sham gap ... 9.00 eV
Total energy ... -727.598292 a.u.
SMILES string ... CCN[C@@H](C)CS.O
HOMO level ... -8.28 eV
Net charge ... 0

Geometry as XYZ:
```
23
Properties=species:S:1:pos:R:3:forces:R:3:mulliken_charge:R:1
S 0.8772 -1.0925 2.5993 -1.63 1.73 -0.26 -0.220
O 5.8192 0.0365 -3.3570 -0.04 -2.34 0.15 -0.639
N -0.8334 -0.8477 0.2256 1.86 4.07 -0.75 -0.282
C -0.9086 -0.1829 2.6292 1.57 -2.13 -1.33 -1.034
C -0.7527 -0.2907 -1.1819 -3.03 -0.30 -0.07 -0.163
C -2.8157 0.5042 1.0002 0.56 0.59 2.34 -1.286
C -1.2921 0.2510 1.2257 -2.28 -6.13 -0.86 0.029
C 0.5216 0.4480 -1.5165 3.62 -1.25 0.86 -0.891
H 1.3304 -0.3712 1.5059 -0.41 -0.67 0.91 0.113
H -1.5940 0.4752 -1.3026 0.73 -1.01 -0.11 0.070
H -1.0413 -1.1720 -1.9076 0.91 1.77 1.23 0.371
H -1.4976 -1.5486 0.2606 -1.57 -1.67 -0.03 0.232
H -2.8308 1.0637 0.0894 -0.77 0.35 -0.49 0.399
H 5.8046 -0.9618 -3.2872 -0.31 1.46 -0.76 0.324
H 1.0917 0.8103 -0.5280 -1.51 -0.38 -2.14 0.148
H -1.6201 -0.8172 3.1424 0.03 -0.59 -0.23 0.425
H 6.2435 0.1751 -2.5161 0.34 0.88 0.60 0.314
H -0.8268 1.1213 1.0482 1.95 3.03 -1.08 0.383
H -3.0647 1.1668 1.8718 -0.35 -0.17 -0.95 0.358
H -3.5685 -0.3244 1.0258 1.17 0.32 -0.17 0.300
H -0.8419 0.6740 3.1927 0.55 1.91 1.58 0.466
H 0.5455 1.2350 -2.3191 -0.61 -0.65 1.06 0.337
H 1.2542 -0.3521 -1.9007 -0.76 1.17 0.48 0.245
```
Positions in Å, forces in eV/Å.

[2]
This record from the OMol25 dataset describes a cluster of 2 separate species, C5H15NOS in total in a non-equilibrium geometry. The level of theory is ωB97M-V/def2-TZVPD.

Energy relative to the best compared isomer or geometry (same formula, charge and spin) ... 2.784 eV
Kohn-Sham gap ... 9.41 eV
Total energy ... -727.583405 a.u.
SMILES string ... CN[C@H](C)CCS.O
HOMO level ... -8.67 eV
Net charge ... 0

Geometry as XYZ:
```
23
Properties=species:S:1:pos:R:3:forces:R:3:mulliken_charge:R:1
S -0.7934 -2.7920 0.8154 -1.13 -0.45 1.45 -0.285
O 3.7317 -4.8792 1.8929 -0.12 2.12 0.58 -0.651
N -0.3842 1.8141 0.5674 0.37 0.91 -1.79 -0.348
C -0.1068 -1.4163 -0.0304 1.25 2.12 -1.46 -0.332
C -0.6421 1.0047 -0.7473 0.61 -2.04 4.26 0.004
C -1.2705 -0.3440 -0.0215 3.21 1.37 -1.67 -1.171
C -1.4653 1.4784 -1.8984 0.40 1.61 -0.40 -1.286
C 0.5289 3.0277 0.5604 -2.44 -0.14 0.59 -0.894
H -1.8016 -0.1667 0.8779 0.81 0.74 1.88 0.517
H -1.3823 0.8808 -2.7997 0.03 -0.73 0.19 0.337
H 0.1204 -1.5437 -1.2177 -0.23 -0.10 3.07 0.296
H 3.5768 -4.2849 2.6982 0.32 -1.23 -1.84 0.330
H 0.8673 -1.0148 0.5842 -2.37 -0.80 -1.85 0.249
H -0.4006 -3.8946 0.2414 0.75 -0.58 -0.80 0.114
H 0.3916 0.7193 -1.0053 -0.50 0.16 -0.42 0.372
H -0.1115 3.8290 0.9666 0.42 0.20 -0.57 0.289
H -2.1331 -0.6953 -0.4682 -1.32 -1.28 -2.45 0.608
H 3.8580 -4.2468 1.1348 -0.22 -0.90 1.25 0.322
H -1.0830 2.4495 -2.2764 -0.46 -0.11 0.48 0.341
H 1.3325 3.0177 1.2516 0.86 -0.92 0.81 0.326
H -1.2764 2.1997 0.8573 -0.09 -0.38 0.01 0.250
H -2.5114 1.5404 -1.6175 -0.18 0.25 -0.09 0.319
H 0.9549 3.3168 -0.3661 0.03 0.17 -1.23 0.292
```
Positions in Å, forces in eV/Å.

[3]
This record from the OMol25 dataset describes a structure of composition C5H16AsF6Li2NO5 in a non-equilibrium geometry. The level of theory is ωB97M-V/def2-TZVPD.

Energy relative to the best compared isomer or geometry (same formula, charge and spin) ... 0.000 eV
Kohn-Sham gap (alpha / beta) ... 8.76 / 5.79 eV
Total energy ... -3480.989420 a.u.
HOMO level (alpha / beta) ... -13.17 / -13.10 eV
Net charge ... +1
Spin multiplicity ... 2
⟨S²⟩ ... 0.754

Geometry as XYZ:
```
36
Properties=species:S:1:pos:R:3:forces:R:3:mulliken_charge:R:1
As 1.0162 -3.0975 -1.0581 1.65 -1.29 2.16 1.983
F 0.4606 -1.4314 -0.4644 -0.01 -0.69 -0.60 -0.450
F 0.4966 -2.6385 -2.7501 0.18 -0.42 1.59 -0.576
F 1.6309 -3.4134 0.6735 -1.35 0.53 -2.61 -0.507
F 1.4163 -4.7646 -1.5345 -0.27 2.33 0.22 -0.450
F -0.6199 -3.6734 -0.6388 1.09 0.93 -0.59 -0.476
F 2.6077 -2.3632 -1.3547 -1.75 -0.82 -0.18 -0.443
O 1.0467 1.6117 0.6805 0.41 -0.66 1.44 -0.764
O 1.6524 2.3107 2.8010 2.48 -2.55 -0.89 -0.301
O -1.7879 -0.5653 1.1306 0.06 0.20 1.43 -0.319
O 3.0826 1.1014 1.6379 -2.08 0.85 0.78 -0.314
O -1.6199 0.9475 -1.5895 -0.68 -0.94 1.51 -0.814
N -1.8756 -1.4017 -3.1772 -0.41 -0.15 -0.13 -0.259
C 1.8440 1.6221 1.6277 0.49 0.95 -0.02 0.829
C -1.7488 2.2849 -2.0554 -0.67 -0.43 -0.17 -0.863
C 3.5624 0.3465 0.5126 0.22 0.48 -0.61 -0.404
C -1.6429 -0.6620 2.5538 -0.60 1.12 -0.98 -0.523
C 0.4710 2.8752 3.1917 -2.75 1.40 -0.99 -0.614
Li -3.1905 0.2923 -0.2003 1.01 0.33 -0.54 0.859
Li -0.3491 0.3555 -0.1198 0.54 0.13 -0.64 1.005
H -0.4098 2.4109 2.7482 0.04 -0.24 -0.58 0.187
H -2.5655 -0.3291 3.0292 -0.30 -0.40 -0.02 0.329
H 2.7463 -0.0989 -0.0564 0.19 -0.34 0.34 0.129
H -1.1733 -2.1266 -3.1416 0.89 -0.61 0.58 0.297
H -0.8611 0.0066 2.9141 0.50 -0.28 -0.29 0.170
H 0.1742 2.8739 4.2405 1.33 -0.31 0.34 0.305
H 4.0879 1.0338 -0.1504 -0.05 0.10 0.00 0.312
H -2.6999 -1.6428 -2.6456 -0.58 -0.76 -0.75 0.352
H -2.5936 2.8064 -1.6053 -0.19 0.11 0.41 0.300
H 4.3116 -0.3346 0.9161 -0.50 -0.21 -0.08 0.244
H -2.0276 2.2649 -3.1090 0.43 0.20 -0.31 0.286
H -1.4296 -1.6875 2.8555 0.12 -0.33 -0.26 0.318
H 0.4702 3.9063 2.8385 -0.17 0.15 0.19 0.315
H -1.9925 -1.1699 -4.1533 -0.73 0.10 -0.25 0.419
H -0.8812 2.9204 -1.8780 0.26 -0.25 -0.14 0.226
H -1.6089 -0.5705 -2.6692 1.18 1.76 0.64 0.213
```
Positions in Å, forces in eV/Å.

[4]
This record from the OMol25 dataset describes a structure of composition C5H16BrFeN4O3 in a non-equilibrium geometry. The level of theory is ωB97M-V/def2-TZVPD.

Energy relative to the best compared isomer or geometry (same formula, charge and spin) ... 0.000 eV
Kohn-Sham gap (alpha / beta) ... 8.21 / 2.82 eV
Total energy ... -4482.193201 a.u.
HOMO level (alpha / beta) ... -11.17 / -11.92 eV
Net charge ... +1
Spin multiplicity ... 7
⟨S²⟩ ... 12.013

Geometry as XYZ:
```
30
Properties=species:S:1:pos:R:3:forces:R:3:mulliken_charge:R:1
Br 0.0479 -1.3290 -2.1555 0.31 0.04 -0.08 -0.294
Fe -0.5083 -2.1702 -4.4519 -0.08 0.08 0.22 0.377
O 0.9203 -0.9572 1.2298 1.70 0.10 -0.46 -0.399
O -4.1836 -0.5340 -2.3425 0.13 1.00 1.53 -0.671
O 4.7037 -1.2593 -2.5725 1.30 -2.80 -4.20 -0.400
N 3.3568 -0.8829 -0.9388 -6.04 -1.64 2.08 0.044
N -2.9391 1.0437 -1.3315 2.49 1.50 1.50 -0.281
N -5.1406 1.1658 -1.1548 -1.63 0.45 0.75 -0.391
N 5.0499 0.3125 -0.9969 2.34 2.59 0.83 -0.337
C -0.7895 0.7410 1.5166 0.29 -0.22 0.77 -0.750
C -4.0813 0.4536 -1.5773 -1.72 -2.38 -3.75 0.673
C 4.3937 -0.6070 -1.6650 1.88 2.05 1.20 0.715
C -0.1363 -0.5188 2.0729 0.06 0.05 -0.33 0.429
C 0.4834 -0.3085 3.4895 -1.56 -0.24 -0.54 -1.319
H 1.4205 0.2439 3.4193 0.00 -0.20 -0.11 0.331
H -0.1439 1.5747 1.7926 -0.35 0.40 -0.31 0.332
H -3.0266 1.7856 -0.6518 0.88 -0.04 -0.13 0.199
H -0.9002 -1.2785 1.9071 -0.14 -0.40 1.21 0.315
H 6.0333 0.4749 -1.1598 -0.12 0.30 -0.11 0.243
H -5.0461 2.0242 -0.6312 0.01 -0.26 -0.20 0.161
H 0.6185 -0.9924 0.3191 -0.46 -0.08 -0.05 0.152
H 0.5710 -1.2217 4.0782 0.40 -0.12 -0.38 0.342
H 4.5316 0.8860 -0.3470 0.67 0.12 0.03 0.214
H -0.2151 0.2911 4.0732 0.00 0.23 -0.03 0.369
H 2.6607 -1.5355 -1.2700 -0.34 -0.59 -0.20 0.174
H -6.0508 0.9995 -1.5599 0.33 -0.26 0.12 0.227
H -2.0458 0.5990 -1.4875 -0.42 -0.04 0.04 0.076
H -1.7695 0.7849 1.9919 0.02 0.53 0.11 0.365
H 3.1642 -0.4604 -0.0418 -0.22 -0.14 0.48 0.183
H -0.9789 0.6750 0.4453 0.30 0.00 0.02 -0.078
```
Positions in Å, forces in eV/Å.